1.
C14H13BO2 | ωB97M-V/def2-TZVPD

- Maximum force: 2.92 eV Å⁻¹
- Structure (SMILES): OB1OCc2ccc(Cc3ccccc3)cc21
- Lowest unoccupied orbital energy: 0.69 eV
- Net charge: 0
- E_tot: -19502.790 eV
- Multiplicity: 1

Geometry as XYZ:
```
30
C14H13BO2, DFT ωB97M-V/def2-TZVPD
O -4.4328 -1.6646 -1.7431
B -3.4916 -2.0335 -0.7684
O -3.6750 -3.2562 -0.0933
C -2.5858 -3.2194 0.8008
C -1.7253 -1.9794 0.6232
C -0.6604 -1.5463 1.4394
C -0.1365 -0.2850 1.1756
C -0.6289 0.5459 0.1773
C -0.0293 1.8877 -0.0189
C 1.4772 1.8484 -0.1179
C 2.0204 1.8050 -1.3825
C 3.3817 1.7584 -1.6115
C 4.2406 1.6207 -0.5258
C 3.7028 1.5699 0.7417
C 2.3429 1.7401 0.9507
C -1.6774 0.0572 -0.6087
C -2.2013 -1.1994 -0.4124
H -5.0874 -2.3809 -1.7042
H -3.0055 -3.2956 1.8200
H -2.0140 -4.1571 0.6326
H -0.3086 -2.0918 2.3037
H 0.6430 0.0209 1.8600
H -0.3430 2.5822 0.7943
H -0.4118 2.3451 -0.9290
H 1.3786 1.9381 -2.2808
H 3.7432 1.8353 -2.6107
H 5.2903 1.5798 -0.7024
H 4.3739 1.4419 1.5672
H 1.9315 1.8014 1.9454
H -2.1116 0.7310 -1.3226
```

2.
C2H3F3Si | ωB97M-V/def2-TZVPD

- Maximum force: 4.46 eV Å⁻¹
- Lowest unoccupied orbital energy (alpha / beta): -1.33 / -1.33 eV
- Net charge: 0
- E_tot: -18146.989 eV
- Multiplicity: 1

Geometry as XYZ:
```
9
C2H3F3Si, DFT ωB97M-V/def2-TZVPD
C 1.5778 0.2670 0.3595
C 1.0186 -0.7235 -0.2557
F 0.9399 1.2483 1.0900
F 2.9227 0.4656 0.4059
F 1.5075 -1.7405 -1.0753
Si -1.8797 0.1215 -0.0620
H -2.8031 -1.0549 -0.2933
H -1.7940 0.8015 -1.3820
H -1.4897 0.6150 1.2130
```